(1)
The following is a DFT calculation (the ωB97M-V functional and the def2-TZVPD basis) of a molecular structure, C45H94Cl2NO19PSi2.

```
! RIJCOSX wB97M-V def2-TZVPD def2/J DEFGRID3
* xyz 0 1
C 5.0021 1.1602 0.8630
C 3.7612 0.2052 0.5653
O 2.6113 0.4503 1.4115
C 1.4590 -0.2898 0.9467
C 0.5460 -0.8927 2.1144
C -0.9990 -1.0582 1.7445
C -1.2596 -1.9392 0.4064
C -2.7830 -1.6265 -0.0355
Si -3.5600 -2.9872 -1.1565
O -5.2541 -3.2441 -0.9013
Si -6.2528 -1.8900 -1.2914
C -7.4806 -1.5494 0.1670
C -6.8054 -0.6827 1.3407
C -8.0310 0.0126 2.1633
C -8.8460 -1.0640 3.0543
N -10.3175 -1.0533 2.7550
C -5.3392 -0.3160 -1.8613
C -6.4563 0.8004 -2.2549
O -5.8318 2.0944 -2.5285
C -6.8784 3.0632 -2.3162
O -7.4794 3.4612 -3.3367
P -7.5695 -2.4824 -3.0139
O -7.1208 -1.8064 -4.3530
C -3.0806 -2.7842 -3.0364
Cl -4.3591 -3.5530 -4.1530
C -1.7004 -3.5757 -3.4029
C -0.3923 -2.8931 -2.7851
Cl -1.8159 -5.3899 -3.0990
H 5.8974 0.8864 0.1891
H 4.7975 2.2713 0.6496
H 5.3848 1.1044 1.9439
H 4.1126 -0.8786 0.7668
H 3.5349 0.2633 -0.5559
H 0.7896 0.3828 0.2743
H 1.8365 -1.1868 0.3195
H 0.5894 -0.1278 2.9810
H 1.0315 -1.8435 2.5217
H -1.4091 -0.0139 1.5041
H -1.6428 -1.4636 2.6035
H -1.0292 -3.0454 0.5422
H -0.5990 -1.4444 -0.3994
H -2.7440 -0.6720 -0.6632
H -3.4229 -1.5465 0.9057
H -2.8948 -4.2487 -0.7511
H -7.9701 -2.5085 0.5518
H -8.3245 -0.9085 -0.2986
H -6.2146 -1.3356 2.0768
H -6.1743 0.1892 0.9309
H -7.6134 0.8205 2.8567
H -8.7642 0.4250 1.3804
H -8.6995 -0.7360 4.1500
H -8.3977 -2.1225 2.9971
H -10.5559 -1.8484 2.1421
H -10.6083 -0.1732 2.3150
H -4.6491 -0.4419 -2.7563
H -4.8155 0.1189 -0.9313
H -7.1465 0.4626 -3.0954
H -7.1097 0.9179 -1.3066
H -7.1689 3.4461 -1.2786
H -8.9182 -1.9925 -2.7813
H -7.5418 -3.9051 -3.2409
H -2.8651 -1.6919 -3.3157
H -1.6099 -3.4651 -4.5485
H -0.1868 -3.4232 -1.7837
H -0.4461 -1.7607 -2.6831
H 0.4903 -3.1796 -3.4629
O 7.7026 -0.2407 1.7222
C 8.1519 -1.1553 1.0676
O 7.4203 -1.6921 0.0750
C 7.9236 -2.6408 -0.8778
C 7.8366 -4.0539 -0.3375
C 9.4837 -1.7630 1.4070
H 8.9333 -2.3751 -1.2001
H 7.2860 -2.5545 -1.7609
H 8.4498 -4.1807 0.5567
H 8.1685 -4.7735 -1.0893
H 6.8084 -4.2906 -0.0531
H 9.3486 -2.5014 2.1994
H 10.1444 -0.9703 1.7624
H 9.9867 -2.2213 0.5580
O 1.8849 -2.4348 -5.4643
C 1.2397 -1.9962 -6.3901
O 0.2363 -1.1315 -6.1578
C -0.4635 -0.4096 -7.1832
C -1.5958 -1.2382 -7.7564
C 1.4837 -2.4751 -7.7935
H 0.2264 -0.0514 -7.9511
H -0.8776 0.4798 -6.7024
H -1.2263 -2.1469 -8.2355
H -2.1576 -0.6618 -8.4949
H -2.2779 -1.5531 -6.9626
H 0.9350 -3.4047 -7.9549
H 2.5518 -2.6623 -7.9134
H 1.2131 -1.7500 -8.5584
O 13.2656 2.0816 1.3815
C 12.1921 2.6217 1.2211
O 11.1821 1.9502 0.6428
C 9.8278 2.4290 0.5814
C 9.6265 3.3392 -0.6127
C 11.9942 4.0675 1.5777
H 9.5347 2.8993 1.5224
H 9.1953 1.5453 0.4693
H 10.2522 4.2312 -0.5478
H 8.5829 3.6532 -0.6839
H 9.9037 2.8235 -1.5361
H 12.3403 4.6913 0.7515
H 12.5873 4.2873 2.4676
H 10.9636 4.3216 1.8251
O -9.6734 -5.8080 -2.5996
C -10.3253 -5.3805 -3.5260
O -11.3446 -4.5327 -3.2997
C -12.0503 -3.8248 -4.3305
C -13.1647 -4.6734 -4.9091
C -10.0687 -5.8560 -4.9284
H -11.3620 -3.4562 -5.0949
H -12.4825 -2.9417 -3.8539
H -12.7769 -5.5764 -5.3843
H -13.7316 -4.1078 -5.6521
H -13.8459 -4.9984 -4.1189
H -10.6003 -6.7953 -5.0908
H -8.9969 -6.0240 -5.0450
H -10.3495 -5.1361 -5.6945
O -0.6847 1.9164 0.4722
C -1.0270 2.9608 0.9816
O -2.1038 2.9934 1.7851
C -2.4809 4.1247 2.5846
C -3.3143 5.1045 1.7830
C -0.3169 4.2438 0.6559
H -1.6052 4.5921 3.0407
H -3.0827 3.7307 3.4069
H -2.7540 5.5131 0.9399
H -3.6441 5.9334 2.4133
H -4.1938 4.6062 1.3675
H -0.7249 4.6535 -0.2700
H 0.7431 4.0255 0.5167
H -0.3737 4.9899 1.4457
O 9.4033 5.5043 1.9889
C 9.0131 5.7953 3.0996
O 7.8627 5.2800 3.5611
C 7.4073 5.4031 4.9177
C 6.6591 6.7045 5.1251
C 9.7543 6.7990 3.9367
H 8.2332 5.2759 5.6217
H 6.7259 4.5665 5.0882
H 7.3014 7.5698 4.9502
H 6.2679 6.7642 6.1432
H 5.8257 6.7810 4.4225
H 9.4417 7.8046 3.6499
H 10.8228 6.6861 3.7456
H 9.6198 6.6626 5.0077
O 1.9567 2.5591 5.8044
C 1.9317 1.3671 6.0170
O 1.4461 0.9033 7.1834
C 1.1955 -0.4825 7.4586
C 2.4502 -1.1762 7.9497
C 2.5202 0.3966 5.0322
H 0.7512 -0.9802 6.5932
H 0.4404 -0.5055 8.2481
H 3.2380 -1.1635 7.1943
H 2.2374 -2.2155 8.2103
H 2.8475 -0.6664 8.8309
H 3.5962 0.3231 5.2010
H 2.3392 0.7741 4.0246
H 2.0721 -0.5944 5.0714
*
```

For the calculated total energy, the calculation gives -5096.0085 a.u. The molar mass comes out at 1111.29 g/mol. The value obtained for the HOMO energy is -8.90 eV. The calculation puts the gap between HOMO and LUMO at 9.187 eV.



(2)
The following is a DFT calculation (the ωB97M-V functional and the def2-TZVPD basis) of 10 unconnected molecules or ions with the total composition C45H95O35P5.

```
! RIJCOSX wB97M-V def2-TZVPD def2/J DEFGRID3
* xyz 0 1
C 2.7180 2.2724 1.2315
C 2.1738 1.0885 0.5742
O 0.8255 1.2447 0.1114
P -0.0447 -0.0165 -0.4804
O 0.6709 -0.6917 -1.6102
O -0.1973 -0.9985 0.8536
C -0.8836 -2.2463 0.7767
C 0.1652 -3.3766 0.5365
O -1.5436 0.5171 -0.8231
C -2.4030 1.0915 0.1028
C -2.4280 2.6295 -0.1824
H 2.3123 2.4442 2.2285
H 3.7857 2.0914 1.3556
H 2.6334 3.1448 0.5837
H 2.8173 0.9313 -0.2914
H 2.1990 0.2533 1.2742
H -1.4839 -2.5107 1.6473
H -1.7160 -2.2968 0.0748
H 1.0032 -3.3227 1.2314
H -0.1589 -4.4156 0.5965
H 0.5949 -3.0907 -0.4236
H -3.4081 0.6806 0.0071
H -2.2571 0.9010 1.1660
H -1.4166 3.0355 -0.1631
H -2.7060 2.8282 -1.2175
H -3.0418 3.1884 0.5239
C 1.4870 -4.7612 -2.7885
C -0.0190 -4.6152 -2.5973
O -0.5789 -5.2854 -3.7094
P -2.1937 -5.0608 -3.9242
O -2.6932 -3.6732 -3.7064
O -2.5601 -5.5969 -5.4003
C -2.0294 -6.8987 -5.8559
C -3.0706 -8.0394 -5.7666
O -2.9430 -6.1732 -2.9366
C -4.3015 -5.9984 -2.6260
C -4.3583 -5.4918 -1.1862
H 2.0244 -4.1841 -2.0360
H 1.8508 -5.7873 -2.7351
H 1.7876 -4.3970 -3.7709
H -0.3753 -5.1408 -1.7114
H -0.3158 -3.5677 -2.5452
H -1.7257 -6.8463 -6.9014
H -1.1135 -7.0986 -5.2997
H -3.2266 -8.2502 -4.7086
H -3.9703 -7.6185 -6.2155
H -2.7195 -8.9420 -6.2669
H -4.7057 -5.2919 -3.3509
H -4.9122 -6.8986 -2.6955
H -3.7083 -4.6262 -1.0584
H -5.4011 -5.2582 -0.9716
H -4.0648 -6.2873 -0.5013
C -5.0705 -1.6385 3.0423
C -4.1050 -0.5747 3.5924
O -3.0316 -1.2388 4.1751
P -2.2842 -0.5035 5.3897
O -3.0433 -0.2320 6.6341
O -0.9492 -1.4139 5.7137
C -0.2272 -2.1213 4.7480
C 0.9980 -2.9627 5.2956
O -1.6521 0.7715 4.6031
C -0.8547 1.7616 5.3092
C 0.2524 1.1872 6.2328
H -5.6269 -2.0045 3.9052
H -5.8333 -1.1864 2.4085
H -4.5609 -2.4246 2.4850
H -3.7978 0.0030 2.7207
H -4.6769 0.0031 4.3185
H -0.8897 -2.8335 4.2561
H 0.0473 -1.2846 4.1056
H 1.3534 -3.7879 4.6786
H 1.8184 -2.2976 5.5654
H 0.6608 -3.4607 6.2047
H -0.2717 2.4006 4.6459
H -1.4361 2.5571 5.7752
H 0.6749 1.9995 6.8242
H -0.2440 0.4402 6.8522
H 1.0010 0.6767 5.6271
C 7.8111 2.4165 2.9915
C 7.2798 2.9772 1.6620
O 6.6934 1.8669 0.9543
P 6.6156 2.0405 -0.6557
O 7.8790 2.0358 -1.4632
O 5.7552 3.4316 -0.8694
C 5.6031 3.9846 -2.1795
C 4.1493 3.6742 -2.5908
O 5.5873 0.8876 -1.1970
C 5.6024 -0.3328 -0.5592
C 5.0974 -1.3032 -1.6059
H 8.3314 3.2397 3.4811
H 6.9874 2.0005 3.5715
H 8.5736 1.6416 2.9128
H 6.4937 3.7202 1.7966
H 8.1046 3.4016 1.0895
H 5.6811 5.0707 -2.1299
H 6.3104 3.6228 -2.9257
H 4.1051 2.5923 -2.7158
H 3.4740 4.1261 -1.8643
H 3.8458 3.9999 -3.5857
H 6.5851 -0.6793 -0.2392
H 4.9579 -0.2960 0.3191
H 5.2669 -2.3551 -1.3756
H 4.0286 -1.1387 -1.7424
H 5.5619 -1.0791 -2.5662
C -2.4686 4.9179 3.4686
C -3.8056 4.4524 3.9239
O -4.2631 3.4994 2.9858
P -5.6073 3.6424 2.1041
O -6.8211 4.1426 2.8520
O -5.0408 4.5997 0.9235
C -5.8244 5.5455 0.1149
C -6.0112 6.8847 0.8131
O -5.8180 2.1262 1.3501
C -6.6817 2.0983 0.1718
C -5.8103 2.0366 -1.1004
H -2.7205 5.6439 2.6956
H -1.8187 5.3225 4.2445
H -1.8329 4.1438 3.0389
H -3.7535 4.1051 4.9557
H -4.4558 5.3267 3.8931
H -5.2957 5.9011 -0.7695
H -6.7230 5.0227 -0.2127
H -6.4165 7.6100 0.1076
H -6.6217 6.7417 1.7047
H -5.0459 7.2716 1.1395
H -7.2048 1.1420 0.1720
H -7.3881 2.9203 0.2881
H -5.1459 2.8954 -1.0052
H -5.3108 1.0697 -1.1613
H -6.4580 2.0505 -1.9770
O 1.8317 4.6144 -5.4373
C 1.2173 4.0707 -4.5168
O 0.2175 3.1804 -4.6658
C -0.1802 2.6984 -3.3652
C 0.4169 3.6600 -2.3733
O 1.2384 4.4605 -3.2036
H -1.2559 2.6354 -3.2009
H 0.0635 1.6548 -3.1668
H 1.1198 3.1485 -1.7159
H -0.3829 4.1765 -1.8425
O 6.3041 5.5101 7.0295
C 5.5881 4.7979 6.3473
O 4.8032 3.8903 6.7886
C 4.1809 3.2006 5.7244
C 4.5836 3.9389 4.4782
O 5.5368 4.8237 5.0209
H 4.2071 2.1134 5.6508
H 3.1298 3.4559 5.8588
H 3.7683 4.5103 4.0344
H 4.9757 3.2392 3.7401
O 1.5941 -6.1797 2.0930
C 2.5151 -6.4456 1.3096
O 3.0392 -7.7778 1.0851
C 3.9266 -7.7838 -0.0389
C 3.9552 -6.3144 -0.3733
O 2.9726 -5.6290 0.4528
H 4.8727 -8.1966 0.3112
H 3.5831 -8.3878 -0.8787
H 3.6402 -6.2351 -1.4137
H 4.9883 -5.9984 -0.2292
O -4.4078 2.3689 -4.2447
C -4.0707 1.1939 -4.0936
O -2.8010 0.7776 -4.0947
C -2.7786 -0.5875 -3.8557
C -4.2131 -1.0297 -3.9273
O -4.9025 0.1653 -4.1390
H -2.2634 -1.0201 -4.7134
H -2.4497 -0.8479 -2.8497
H -4.5629 -1.5602 -3.0417
H -4.3263 -1.5776 -4.8627
O 4.5556 1.7216 -5.9513
C 3.7408 0.9217 -5.5733
O 2.4972 0.8754 -6.1182
C 1.6900 -0.0708 -5.4762
C 2.5212 -0.3575 -4.2073
O 3.8129 -0.0012 -4.6016
H 0.7050 0.3570 -5.2896
H 1.5413 -1.0344 -5.9633
H 2.4903 -1.4025 -3.8991
H 2.1083 0.1938 -3.3624
*
```

For the calculated total energy, the calculation gives -6112.2171 a.u. The molar mass comes out at 1351.09 g/mol. The value obtained for the HOMO energy is -10.42 eV. The SMILES is CCOP(=O)(OCC)OCC.CCOP(=O)(OCC)OCC.CCOP(=O)(OCC)OCC.CCOP(=O)(OCC)OCC.CCOP(=O)(OCC)OCC.O=C1OCCO1.O=C1OCCO1.O=C1OCCO1.O=C1OCCO1.O=C1OCCO1. The calculation puts the gap between HOMO and LUMO at 10.256 eV. The energy relative to the best compared isomer or geometry (same formula, charge and spin) is 95.48 kcal/mol.



| no. | E_LUMO (eV) |
| --- | --- |
| 1 | 0.3 |
| 2 | -0.2 |